60
Properties=species:S:1:pos:R:3:nbo_charge:R:1 method="wB97M-V/def2-TZVPD" charge=-1 multiplicity=1 gap_ev=7.584
Be -0.18 0.69 0.32 1.643
B -1.42 3.81 0.61 0.194
N -1.25 3.06 -0.75 -0.273
C -1.59 3.57 -1.94 -0.027
C -1.21 2.68 -2.93 -0.367
C -0.62 1.63 -2.23 -0.027
N -0.66 1.87 -0.93 -0.436
N -0.94 2.94 1.81 -0.267
C -0.97 3.37 3.08 -0.024
C -0.47 2.37 3.90 -0.367
C -0.15 1.34 3.02 -0.029
N -0.44 1.70 1.77 -0.436
H -2.60 4.07 0.75 -0.063
H -0.75 4.82 0.58 -0.063
H -2.07 4.53 -2.00 0.211
H -1.33 2.79 -3.99 0.216
H -0.19 0.71 -2.59 0.224
H -1.34 4.35 3.32 0.210
H -0.35 2.39 4.97 0.216
H 0.27 0.36 3.21 0.221
C 3.91 -4.99 3.51 -0.233
C 3.19 -3.99 4.15 -0.209
C 2.40 -3.12 3.42 -0.240
C 2.29 -3.24 2.03 -0.221
C 3.01 -4.25 1.40 -0.239
C 3.82 -5.11 2.13 -0.220
P 1.24 -1.98 1.19 0.875
C 1.68 -2.33 -0.56 -0.324
C 0.83 -2.96 -1.46 -0.219
C 1.22 -3.15 -2.78 -0.210
C 2.46 -2.72 -3.22 -0.230
C 3.32 -2.08 -2.32 -0.243
C 2.92 -1.88 -1.01 -0.121
C -0.43 -2.75 1.30 -0.324
C -0.56 -4.04 1.76 -0.233
C -1.82 -4.66 1.88 -0.239
C -2.94 -3.97 1.51 -0.178
C -2.85 -2.65 1.02 -0.110
C -4.04 -2.00 0.63 -0.217
C -3.97 -0.73 0.14 -0.218
C -2.72 -0.08 0.04 -0.252
C -1.50 -0.63 0.41 -0.565
C -1.59 -1.98 0.91 0.017
H 4.55 -5.66 4.07 0.202
H 3.25 -3.89 5.23 0.203
H 1.85 -2.34 3.93 0.214
H 2.94 -4.36 0.32 0.222
H 4.38 -5.88 1.62 0.203
H -0.14 -3.30 -1.13 0.226
H 0.54 -3.64 -3.47 0.202
H 2.76 -2.86 -4.25 0.200
H 4.28 -1.72 -2.66 0.202
H 3.57 -1.34 -0.33 0.210
H 0.31 -4.61 2.03 0.209
H -1.89 -5.68 2.25 0.199
H -3.92 -4.43 1.58 0.194
H -4.98 -2.52 0.72 0.190
H -4.87 -0.21 -0.17 0.195
H -2.76 0.94 -0.33 0.195
F 1.27 0.49 0.04 -0.872



15
Properties=species:S:1:pos:R:3:nbo_charge:R:1 method="wB97M-V/def2-TZVPD" relative_energy_kcal_mol=339.8 multiplicity=1 gap_ev=8.172
C -1.25 -0.64 0.78 -0.396
C -0.93 -0.96 -1.06 -0.327
C 0.28 0.01 -0.89 -0.054
C 0.03 0.55 1.19 0.282
C 1.46 0.91 -0.84 0.059
H -2.04 0.09 0.94 0.215
H -1.35 -1.69 1.42 0.219
H -1.78 -0.75 -1.73 0.218
H -0.46 -1.96 -0.97 0.206
H 0.57 -0.89 -0.11 0.200
H 1.01 -0.05 1.39 0.156
H 2.07 0.99 -1.70 0.208
N 1.72 1.63 0.31 -0.107
O -0.28 0.98 -0.17 -0.553
O 0.95 1.79 1.44 -0.325



116
Properties=species:S:1:pos:R:3:mulliken_charge:R:1 method="wB97M-V/def2-TZVPD" smiles="C=Cc1cc(CCCCO)cc2nc(P(C)CC)cnc12.O=C1C=CC(=O)C=C1.O=C1C=CC(=O)C=C1.O=C1C=CC(=O)C=C1.O=C1C=CC(=O)C=C1.O=C1C=CC(=O)C=C1.O=C1C=CC(=O)C=C1" multiplicity=1 gap_ev=4.809
C 1.76 -5.52 2.77 -0.667
C 2.07 -4.36 1.85 -0.235
C 0.94 -3.20 1.42 0.396
C -0.65 -3.53 1.78 -0.386
C -1.83 -2.43 1.40 0.622
C -3.43 -2.60 1.72 -0.779
C -4.17 -3.79 0.86 -0.265
C -4.03 -3.66 -0.77 -0.538
C -5.49 -3.95 -1.52 -0.176
O -5.98 -2.78 -2.27 -0.527
C -1.33 -1.04 0.67 -0.792
C 0.27 -0.71 0.32 0.120
N 0.56 0.61 -0.32 -0.230
C 2.02 0.80 -0.61 -0.005
P 2.55 2.45 -1.46 0.066
C 2.48 3.83 -0.10 -0.861
C 1.23 2.97 -2.80 0.157
C -0.22 3.37 -2.15 -0.862
C 3.15 -0.31 -0.21 -0.009
N 2.91 -1.63 0.48 -0.434
C 1.43 -1.79 0.70 0.376
H 1.42 -6.54 2.29 0.187
H 1.90 -5.47 3.95 0.215
H 3.18 -4.34 1.43 0.265
H -0.92 -4.55 2.30 0.280
H -3.55 -2.86 2.86 0.260
H -3.93 -1.52 1.58 0.316
H -5.34 -3.71 1.10 0.332
H -3.86 -4.88 1.19 0.062
H -3.64 -2.62 -1.14 0.263
H -3.28 -4.51 -1.13 0.259
H -6.28 -4.39 -0.76 0.225
H -5.29 -4.82 -2.31 0.226
H -5.61 -1.92 -1.85 0.308
H -2.17 -0.24 0.41 0.167
H 1.37 4.26 0.00 0.286
H 2.84 3.31 0.89 0.340
H 3.16 4.74 -0.44 0.249
H 1.17 2.14 -3.63 -0.338
H 1.69 3.93 -3.32 0.369
H -0.33 4.56 -2.10 0.221
H -1.07 3.00 -2.88 0.275
H -0.37 2.98 -1.05 0.242
H 4.28 -0.05 -0.50 0.163
C -4.30 -7.60 4.77 -0.312
C -3.50 -6.75 4.12 -0.157
C -2.32 -7.23 3.38 0.110
O -1.59 -6.45 2.78 -0.435
C -2.05 -8.68 3.39 -0.437
C -2.85 -9.53 4.04 -0.514
C -4.04 -9.05 4.78 0.183
O -4.77 -9.83 5.38 -0.576
H -5.17 -7.27 5.32 0.647
H -3.69 -5.68 4.10 0.521
H -1.18 -9.02 2.84 0.432
H -2.67 -10.60 4.06 0.407
C 4.13 7.07 2.24 -0.265
C 4.69 7.58 3.35 -0.326
C 6.13 7.93 3.38 0.285
O 6.64 8.39 4.39 -0.570
C 6.91 7.72 2.15 -0.372
C 6.35 7.21 1.05 -0.504
C 4.92 6.85 1.01 0.611
O 4.40 6.40 0.00 -0.602
H 3.08 6.80 2.20 0.384
H 4.13 7.74 4.26 0.419
H 7.96 7.98 2.19 0.423
H 6.91 7.05 0.14 0.468
C 7.98 0.38 -3.60 -0.405
C 6.78 0.61 -3.07 -0.252
C 6.63 1.32 -1.78 0.268
O 5.53 1.52 -1.29 -0.377
C 7.86 1.77 -1.11 -0.357
C 9.07 1.54 -1.64 -0.359
C 9.21 0.84 -2.93 0.311
O 10.32 0.63 -3.42 -0.562
H 8.11 -0.13 -4.55 0.415
H 5.86 0.28 -3.55 0.507
H 7.74 2.29 -0.17 0.445
H 9.98 1.87 -1.16 0.402
C -0.04 1.56 -8.63 -0.347
C 1.28 1.56 -8.40 -0.334
C 1.84 1.07 -7.13 0.383
O 3.04 1.07 -6.92 -0.564
C 0.88 0.59 -6.11 -0.414
C -0.43 0.59 -6.33 -0.392
C -0.99 1.08 -7.61 0.371
O -2.20 1.08 -7.81 -0.556
H -0.47 1.92 -9.56 0.406
H 1.99 1.91 -9.14 0.404
H 1.31 0.23 -5.18 0.584
H -1.14 0.24 -5.59 0.437
C 0.29 9.42 0.84 -0.367
C -0.36 10.09 -0.11 -0.383
C 0.33 11.12 -0.93 0.331
O -0.27 11.74 -1.80 -0.549
C 1.76 11.36 -0.65 -0.358
C 2.40 10.68 0.30 -0.328
C 1.72 9.66 1.12 0.489
O 2.31 9.04 1.99 -0.504
H -0.20 8.67 1.45 0.429
H -1.41 9.93 -0.33 0.408
H 2.24 12.11 -1.26 0.404
H 3.45 10.85 0.52 0.433
C -7.95 -8.22 3.79 -0.021
C -8.67 -8.71 2.77 -0.426
C -9.95 -8.08 2.37 0.330
O -10.61 -8.53 1.44 -0.549
C -10.40 -6.91 3.14 -0.400
C -9.68 -6.42 4.16 -0.391
C -8.41 -7.04 4.56 0.426
O -7.75 -6.60 5.49 -0.550
H -7.02 -8.67 4.09 0.333
H -8.36 -9.57 2.20 0.434
H -11.34 -6.46 2.83 0.407
H -10.00 -5.56 4.73 0.419



14
Properties=species:S:1:pos:R:3:nbo_charge:R:1 method="wB97M-V/def2-TZVPD" relative_energy_kcal_mol=31.3 multiplicity=1 gap_ev=10.386
C -0.50 2.27 0.59 -0.724
C -0.06 0.83 0.63 0.813
C 0.92 -0.83 -0.68 0.691
H 0.32 2.91 0.23 0.248
H -1.36 2.37 -0.10 0.246
H -0.85 2.57 1.60 0.238
H 2.44 -1.93 -0.79 0.339
H 0.27 -2.76 -0.84 0.404
H -1.87 -1.57 0.62 0.111
N 2.18 -0.97 -0.69 -0.684
N -0.05 -1.81 -0.84 -0.789
O -0.10 0.10 1.57 -0.577
O 0.40 0.45 -0.59 -0.520
S -1.73 -1.60 -0.72 0.205



12
Properties=species:S:1:pos:R:3:nbo_charge:R:1 method="wB97M-V/def2-TZVPD" relative_energy_kcal_mol=128.9 smiles="O=C1C=NN=CCO1" multiplicity=1 gap_ev=9.782
C 1.51 0.05 -0.19 0.688
C -0.43 0.98 0.46 -0.186
C -1.56 0.33 -0.50 0.030
C 0.86 -1.22 0.23 -0.044
H -0.81 2.05 0.40 0.223
H 0.04 0.56 1.40 0.240
H -2.69 0.77 -0.94 0.250
H 1.56 -1.93 0.87 0.239
N -1.37 -0.94 -0.78 -0.232
N -0.40 -1.62 0.09 -0.240
O 2.51 -0.24 -0.72 -0.495
O 0.78 1.21 -0.33 -0.474



63
Properties=species:S:1:pos:R:3:nbo_charge:R:1 method="wB97M-V/def2-TZVPD" charge=+1 multiplicity=1 gap_ev=8.437
C 3.27 4.62 -4.67 -0.623
C 3.06 4.68 -3.20 -0.090
H 4.10 4.77 -2.70 0.168
H 2.46 5.58 -3.02 0.195
O 2.46 3.55 -2.91 -0.511
C 2.18 3.74 -1.47 0.893
O 2.31 4.80 -0.68 -0.594
N 1.64 2.39 -1.14 -0.493
C 1.65 1.20 -1.88 -0.154
H 1.89 1.43 -2.82 0.242
C 2.66 0.14 -1.03 -0.250
N 2.15 -0.05 0.20 -0.455
H 0.85 -0.27 0.10 0.517
C 2.69 -1.17 1.05 -0.223
H 3.73 -1.09 0.82 0.240
H 2.35 -0.98 2.08 0.246
C 2.10 -2.41 0.35 0.071
O 2.94 -2.66 -0.79 -0.759
H 3.78 -3.40 -0.60 0.518
C 0.79 -2.53 0.10 -0.138
O 0.04 -1.61 0.58 -0.523
C -1.24 -1.45 0.54 0.278
C -1.73 -1.43 -0.80 -0.243
C -3.08 -1.23 -1.07 -0.250
C -3.96 -1.68 -0.29 0.333
C -3.69 -1.64 1.17 -0.280
C -2.44 -1.55 1.39 0.003
C -1.76 -1.88 2.99 -0.171
C -1.00 -2.90 3.16 -0.608
H -0.85 -3.12 4.23 0.250
H -1.51 -3.99 2.79 0.214
H -0.08 -3.03 2.45 0.203
C -3.03 -1.84 3.95 -0.558
H -2.72 -1.82 4.83 0.190
H -3.67 -0.86 3.81 0.212
H -3.54 -2.80 3.86 0.217
C -1.02 -0.64 3.16 -0.596
H -1.59 0.54 3.35 0.242
H -0.07 -0.47 2.70 0.183
H -0.55 -0.51 4.42 0.192
H -4.50 -1.54 2.05 0.268
O -5.25 -1.19 -0.39 -0.527
C -6.36 -1.38 0.38 -0.236
H -6.42 -2.32 0.89 0.174
H -6.23 -0.67 1.06 0.173
H -7.49 -1.48 -0.11 0.206
H -3.63 -1.20 -2.20 0.240
H -1.28 -1.32 -1.68 0.210
H 0.40 -3.71 0.23 0.238
H 0.81 -2.40 -1.07 0.202
H 2.50 -3.33 1.12 0.194
C 2.11 1.21 1.02 -0.240
H 1.67 0.92 2.08 0.228
C 1.10 2.38 0.41 -0.193
H 1.19 3.33 0.93 0.270
H 0.19 2.06 0.62 0.193
H 3.11 1.62 0.95 0.223
H 2.51 -0.68 -1.62 0.244
H 3.56 0.50 -1.00 0.207
H 0.43 0.96 -1.57 0.195
H 3.65 5.45 -5.26 0.235
H 2.29 4.46 -5.12 0.208
H 3.93 3.69 -5.02 0.198



22
Properties=species:S:1:pos:R:3:nbo_charge:R:1 method="wB97M-V/def2-TZVPD" relative_energy_kcal_mol=0.0 smiles="C1SCSCS1.CC(C)=O" multiplicity=1 gap_ev=9.242
O 0.95 -0.88 -2.17 -0.547
C 2.03 -0.47 -1.76 0.593
C 2.95 -1.33 -0.94 -0.725
C 2.51 0.93 -2.06 -0.725
H 2.51 -2.33 -0.78 0.236
H 3.14 -0.87 0.04 0.233
H 3.92 -1.46 -1.46 0.232
H 2.66 1.49 -1.12 0.234
H 3.46 0.90 -2.61 0.231
H 1.77 1.47 -2.67 0.236
S -3.41 1.65 1.19 0.241
S -2.86 -1.05 2.53 0.241
S -0.56 0.92 2.06 0.232
C -3.69 -0.13 1.22 -0.715
C -1.65 1.62 0.80 -0.717
C -1.16 -0.78 1.99 -0.717
H -3.42 -0.57 0.24 0.223
H -4.78 -0.28 1.37 0.255
H -1.33 2.67 0.65 0.253
H -1.49 1.09 -0.16 0.226
H -0.52 -1.37 2.67 0.253
H -1.03 -1.18 0.97 0.226



45
Properties=species:S:1:pos:R:3:nbo_charge:R:1 method="wB97M-V/def2-TZVPD" charge=+1 multiplicity=1 gap_ev=6.299
O 2.13 6.41 -1.84 -0.804
S 0.57 6.36 -1.55 0.881
H 2.38 6.68 -2.74 0.528
H 0.07 5.29 -2.23 0.210
H 0.07 7.38 -2.28 0.149
C -1.40 3.68 -0.09 0.786
O -1.43 4.49 -1.04 -0.779
N -1.73 2.39 -0.26 -0.804
N -1.06 4.06 1.16 -0.823
H -1.74 1.71 0.48 0.422
H -2.01 2.08 -1.17 0.414
H -0.86 5.03 1.33 0.405
H -1.06 3.43 1.94 0.411
C -3.79 -0.71 -1.78 0.783
O -3.42 -0.29 -0.69 -0.718
N -3.77 -2.03 -2.09 -0.827
N -4.25 0.13 -2.76 -0.841
H -4.08 -2.39 -2.97 0.397
H -3.44 -2.66 -1.39 0.421
H -4.32 1.11 -2.54 0.405
H -4.57 -0.19 -3.65 0.398
C 0.32 -1.66 -0.61 0.777
O -0.04 -2.54 0.15 -0.686
N -0.55 -0.67 -0.99 -0.876
N 1.58 -1.59 -1.11 -0.850
H -0.28 0.07 -1.62 0.374
H -1.49 -0.71 -0.64 0.430
H 2.24 -2.31 -0.87 0.430
H 1.88 -0.87 -1.74 0.385
C 5.49 -2.64 -0.06 0.775
O 4.90 -2.86 -1.11 -0.677
N 6.53 -3.41 0.37 -0.842
N 5.15 -1.60 0.77 -0.850
H 7.02 -3.25 1.23 0.390
H 6.80 -4.18 -0.21 0.413
H 4.38 -1.02 0.49 0.402
H 5.62 -1.41 1.63 0.390
C -1.77 -2.44 4.19 0.770
O -2.43 -1.92 5.07 -0.667
N -2.13 -2.42 2.87 -0.858
N -0.59 -3.10 4.45 -0.855
H -1.58 -2.83 2.14 0.409
H -2.99 -1.95 2.64 0.403
H -0.29 -3.14 5.40 0.405
H -0.04 -3.53 3.73 0.391



6
Properties=species:S:1:pos:R:3:nbo_charge:R:1 method="wB97M-V/def2-TZVPD" charge=-1 relative_energy_kcal_mol=33.3 multiplicity=1 gap_ev=7.353
O 1.62 -0.88 0.76 -1.072
O 0.19 -0.39 -1.62 -1.119
O -0.62 -0.46 0.76 -0.861
P 0.45 -0.10 -0.23 2.233
Cl 0.75 1.83 0.08 -0.364
Br -2.39 0.00 0.24 0.182



55
Properties=species:S:1:pos:R:3:nbo_charge:R:1 method="wB97M-V/def2-TZVPD" relative_energy_kcal_mol=12.2 multiplicity=1 gap_ev=3.580
C 0.73 -2.89 2.55 -0.673
C 1.94 -2.62 1.67 0.535
C 3.24 -3.07 2.33 -0.624
O 1.84 -3.36 0.43 -0.545
C 0.76 -2.98 -0.36 0.767
O 0.20 -3.83 -1.03 -0.654
C 0.38 -1.58 -0.30 -0.456
C -0.80 -1.16 -1.05 -0.423
C -2.10 -1.54 -0.35 0.023
C -2.70 -0.64 0.53 -0.178
C -3.86 -1.01 1.22 -0.179
C -4.42 -2.28 1.02 -0.210
C -5.64 -2.63 1.69 0.291
N -6.65 -2.91 2.21 -0.333
C -3.79 -3.19 0.17 -0.151
C -2.63 -2.82 -0.50 -0.216
C 1.05 -0.69 0.59 0.751
O 0.79 0.49 0.73 -0.721
O 2.06 -1.22 1.37 -0.547
H -0.21 -2.61 2.06 0.236
H 0.70 -3.96 2.79 0.224
H 0.84 -2.32 3.48 0.218
H 4.08 -2.92 1.64 0.225
H 3.42 -2.51 3.25 0.215
H 3.18 -4.14 2.57 0.220
H -0.75 -0.08 -1.19 0.191
H -0.77 -1.70 -2.01 0.231
H -2.22 0.33 0.70 0.208
H -4.33 -0.30 1.91 0.219
H -4.21 -4.19 0.03 0.227
H -2.08 -3.54 -1.11 0.257
C 0.22 2.26 -1.57 0.193
C -0.23 2.98 -0.43 -0.181
C -1.64 3.18 -0.31 -0.092
C -2.19 3.75 0.82 -0.242
C -1.37 4.12 1.90 -0.104
C 0.02 3.98 1.78 -0.246
C 0.59 3.50 0.61 -0.002
C 1.50 2.22 -2.20 -0.179
C 1.52 2.06 -3.62 -0.116
C 2.72 1.98 -4.31 -0.216
C 3.94 2.09 -3.63 -0.147
C 3.94 2.28 -2.24 -0.163
C 2.75 2.28 -1.52 -0.129
H -0.59 1.82 -2.17 0.222
H -2.27 2.86 -1.14 0.223
H -3.28 3.87 0.88 0.234
H -1.82 4.48 2.83 0.230
H 0.66 4.25 2.63 0.232
H 1.68 3.46 0.53 0.211
H 0.56 2.00 -4.14 0.223
H 2.70 1.81 -5.39 0.231
H 4.88 1.99 -4.18 0.230
H 4.89 2.39 -1.71 0.223
H 2.77 2.25 -0.43 0.238



14
Properties=species:S:1:pos:R:3:nbo_charge:R:1 method="wB97M-V/def2-TZVPD" relative_energy_kcal_mol=177.7 multiplicity=1 gap_ev=8.865
C -2.03 -1.73 0.32 -0.428
C -0.40 -0.18 -0.22 0.515
H -2.06 -0.94 1.48 0.170
H -2.89 -1.46 -0.37 0.191
H -2.18 -2.69 0.81 0.209
H -1.97 0.67 -1.11 0.394
H -1.80 2.59 0.84 0.485
H 0.94 1.50 0.68 0.425
H 2.40 -0.96 1.31 0.066
N -0.54 -1.35 -0.49 -0.500
N -1.37 0.80 -0.15 -0.379
N 0.85 0.37 -0.05 -0.826
O -0.94 2.26 0.07 -0.571
S 2.31 -0.25 0.01 0.250



Values for max |F|, eV Å⁻¹, ordered as above
0.2 6.3 7.5 0.9 5.3 15.0 1.0 1.1 9.9 2.4 7.7
Values for E, a.u., ordered as above
-1781.48933 -399.42407 -3475.87373 -776.09028 -414.64075 -1305.91421 -1505.60625 -1601.40450 -3601.38773 -1398.31621 -717.79275